Entry i
20
Properties=species:S:1:pos:R:3:lowdin_charge:R:1 method="wB97M-V/def2-TZVPD" lumo_ev=0.7721 charge=0 smiles=CSCCCN.O
C -1.8901 2.2157 0.2139 -0.385
S -1.9284 1.2658 1.7713 0.792
C -0.6510 0.0524 1.4555 -0.568
C -0.8138 -0.8336 0.2297 -0.281
C 0.0042 -2.1151 0.3432 -0.309
N 1.4267 -1.8099 0.4409 -0.010
H -2.8701 2.1784 -0.2301 0.021
H -1.6873 3.2367 0.5129 0.020
H -1.1609 1.8242 -0.4704 0.022
H 0.3329 0.5250 1.4356 0.075
H -0.5876 -0.5971 2.3276 0.069
H -1.8612 -1.1284 0.1208 0.108
H -0.5268 -0.3299 -0.6938 0.099
H -0.1790 -2.7092 -0.5532 0.110
H -0.3484 -2.6648 1.2302 0.109
H 1.6859 -1.5979 1.4040 0.067
H 1.9973 -2.6225 0.2307 0.063
O 3.1823 1.9154 -2.9496 -0.069
H 2.2571 1.6925 -3.1033 0.028
H 3.6180 1.5025 -3.7158 0.040

Entry ii
20
Properties=species:S:1:pos:R:3:lowdin_charge:R:1 method="wB97M-V/def2-TZVPD" lumo_ev=0.8268 charge=0 smiles=NCCCCS.O
N 1.8067 0.2764 0.0637 0.002
C 1.1076 -0.9824 0.2765 -0.301
C -0.0582 -0.8878 1.2181 -0.242
C -1.1688 0.1182 0.7967 -0.278
C -1.8222 -0.1803 -0.5418 -0.558
S -2.2385 -1.9370 -0.7951 0.689
H 2.4694 0.1697 -0.6867 0.076
H 2.4849 0.3730 0.8235 0.088
H 0.6362 -1.1925 -0.7005 0.098
H 1.6666 -1.8991 0.5002 0.115
H -0.5794 -1.8317 1.3749 0.084
H 0.2491 -0.5474 2.2186 0.111
H -0.7967 1.1416 0.8300 0.101
H -1.8914 0.0902 1.6188 0.106
H -1.1904 0.0550 -1.3857 0.057
H -2.7501 0.3878 -0.5420 0.070
H -3.2783 -1.7007 -1.6240 -0.143
O 1.8668 2.7978 -1.5215 -0.080
H 1.5647 2.1288 -0.8738 -0.009
H 1.9220 3.6205 -1.0498 0.016

Entry iii
20
Properties=species:S:1:pos:R:3:lowdin_charge:R:1 method="wB97M-V/def2-TZVPD" lumo_ev=0.6855 charge=0 smiles=CCNCCS.O
C 1.7000 0.7802 -2.6132 -0.100
C 0.8049 -0.4547 -2.5135 -0.293
N 0.3887 -0.7070 -1.1392 -0.102
C 1.4361 -1.0345 -0.1793 -0.312
C 1.1601 -0.4062 1.1936 -0.552
S -0.4301 -0.9378 1.9032 0.686
H 2.7194 0.5521 -2.3217 0.060
H 1.2489 1.5789 -2.0209 0.076
H 1.6865 1.1599 -3.6314 0.066
H -0.1337 -0.2984 -3.0410 0.108
H 1.3221 -1.2906 -2.9771 0.101
H -0.3404 -1.4031 -1.1081 0.092
H 1.5658 -2.1044 -0.0305 0.106
H 2.3792 -0.6044 -0.5122 0.102
H 1.1250 0.6805 1.0779 0.069
H 1.9556 -0.6486 1.8923 0.058
H -0.8139 0.2591 2.3383 -0.165
O -4.1617 2.9376 1.4051 -0.068
H -4.0521 3.8143 1.8088 0.038
H -3.3424 2.8310 0.9092 0.029

Entry iv
20
Properties=species:S:1:pos:R:3:lowdin_charge:R:1 method="wB97M-V/def2-TZVPD" lumo_ev=0.8036 charge=0 smiles=CN[C@@H](C)CS.O
C -0.0531 2.1230 -0.3367 -0.125
N 0.3464 0.7467 0.0826 -0.100
C 0.1132 -0.4521 -0.7950 -0.466
C 1.3485 -0.7499 -1.6145 -0.114
C -0.2165 -1.8162 -0.0632 -0.461
S -1.7006 -2.7960 -0.8124 0.604
H 0.2317 2.4066 -1.3703 0.071
H 0.4234 2.7839 0.3571 0.059
H -1.1500 2.2706 -0.2343 0.078
H 1.3476 0.8006 0.2630 0.084
H -0.7526 -0.1792 -1.5504 0.149
H 1.2341 -1.6584 -2.1382 0.049
H 2.2620 -0.7216 -0.9383 0.098
H 1.5977 0.0954 -2.4002 0.112
H -0.2011 -1.7119 1.0813 0.092
H 0.6333 -2.4537 -0.1472 0.029
H -2.6840 -1.9359 -1.2766 -0.153
O -0.7734 1.0823 3.6088 -0.123
H -1.4692 0.4147 4.0212 0.100
H -0.5375 1.7512 4.2635 0.017

Most stable structure - entry ii; separation to the second - 15.2 kJ/mol.